(1)
# Cl3H2PSi

A cluster of 2 separate species, Cl3H2PSi in total at a distorted geometry (ωB97M-V with the def2-TZVPD basis set, the Open Molecules 2025 dataset).

Calculated values
- energy above the lowest of the compared OMol25 structures with the same formula, charge and spin (eV) = 2.826
- HOMO energy (alpha / beta) (Eh) = -0.316 / -0.336
- strongest force on any atom (Eh/bohr) = 0.0486
- net charge = 0
- LUMO (alpha / beta) (eV) = -1.424 / -1.680

Each line ends with the natural charge from an NBO analysis.
Element x y z (Å)
Cl 1.8823 1.0055 1.6243  -0.343
H -2.4205 -0.1958 -1.1735  -0.062
Si 1.3814 -0.1677 0.1209  1.066
Cl 2.2359 0.6189 -1.5574  -0.370
Cl 2.0208 -2.0462 0.2951  -0.347
H -2.3657 0.0698 0.9223  -0.058
P -2.7342 0.7155 -0.2318  0.115

Cartesian forces, eV/Å:
0.4 0.8 1.3
0.5 -1.5 -0.7
-1.0 0.3 -1.4
0.1 0.1 -0.3
0.4 -1.0 0.3
0.4 -0.9 0.5
-0.7 2.4 0.3


(2)
# C48H40CoF20P2

A structure of composition C48H40CoF20P2 at a distorted geometry (ωB97M-V with the def2-TZVPD basis set, the Open Molecules 2025 dataset).

Calculated values
- HOMO energy (alpha / beta) (Eh) = -0.336 / -0.336
- spin multiplicity = 4
- strongest force on any atom (Eh/bohr) = 0.0964
- net charge = 0
- LUMO (alpha / beta) (eV) = 0.569 / -1.247

Each line ends with the Löwdin spin population.
Element x y z (Å)
H 0.6003 3.0509 -5.2707  0.000
C 4.6663 3.4970 0.9323  0.000
C 2.1057 0.8447 5.4159  0.000
H 3.3753 -5.4222 -1.8145  0.000
H -0.2067 -5.5024 0.6029  0.000
H -3.0661 2.5080 3.2164  0.000
H 2.9204 4.4910 0.2198  0.000
H 2.2782 -1.6423 7.6024  0.000
H -2.0481 -3.2173 -5.9138  0.000
C 1.8123 0.1046 6.5492  0.000
C -1.6995 4.6652 1.0731  0.000
C 2.6819 2.4130 0.2555  0.000
C 1.6989 -2.8240 -0.3587  0.000
F 3.1373 -0.4599 -2.8445  0.001
H 0.8513 4.5837 3.2543  0.000
C -1.8643 -3.1221 -4.8518  0.000
H -1.6779 -2.4644 -1.0175  0.000
C 0.5638 4.0522 -4.8470  0.000
C -2.2653 -0.4204 0.9083  0.000
C 5.1807 2.2978 1.3757  0.000
F -4.1270 1.5949 -2.2669  0.000
C 3.4673 -1.5328 5.8078  0.000
C -2.9029 -0.9298 2.0846  0.000
H 0.2441 5.8853 -1.9027  0.000
C -1.4643 -3.9100 -2.6716  0.000
C 0.5898 5.2006 -5.6879  0.000
C -2.5680 3.8331 1.6920  0.000
C -4.1316 -6.4579 0.3430  0.000
F -4.1318 3.6811 -1.3728  0.001
Co -0.7319 1.2915 -2.5040  2.823
H 6.0619 2.2111 1.9818  0.000
H -3.5115 -8.3107 1.3618  0.000
H -1.4173 -4.7721 -1.9895  0.000
F -1.9177 -0.3708 -2.4783  0.025
C 0.4200 5.6888 -2.9513  0.001
H 5.2951 4.3523 0.9480  0.000
C -0.1152 4.3853 2.8562  0.000
H -2.7740 -0.2493 -0.0374  0.000
P -3.3904 2.9384 -2.5248  0.000
C -2.5382 -6.6465 2.1898  0.000
H 3.0986 1.0916 3.5872  0.000
C -1.0036 3.5014 3.4872  0.000
C -0.9651 -0.0709 1.0299  0.000
C 3.4152 3.5431 0.4527  0.000
F 2.3682 1.5248 -3.5254  0.000
F -4.3791 3.3257 -3.6551  0.001
H -4.8569 -6.9540 -0.2524  0.000
H -3.5178 3.5618 1.2756  0.000
C 2.5740 -3.4166 -1.2055  0.000
F 0.1386 3.3344 -2.6691  0.017
H -2.5593 -3.4584 1.0723  0.000
H -2.5998 -1.2930 4.2366  0.000
H -1.5702 -5.2552 -4.4004  0.000
F -1.3990 -4.7608 2.9415  0.000
H 0.0923 -3.0505 1.1209  0.000
H -0.7555 3.0684 4.4748  0.000
C 0.6987 -3.4622 0.2915  0.000
C 0.4034 4.3776 -3.4940  0.002
F 1.2744 -1.4156 -3.3675  0.001
H -2.0800 -7.1667 2.9903  0.000
F -2.4996 4.2327 -2.7702  0.000
C -3.8003 -5.0867 0.2521  0.000
F -2.3757 2.0597 -3.5959  0.029
C 2.5890 -4.8331 -1.2823  0.000
H -2.2118 -0.9678 -5.0271  0.000
F -0.3679 0.5415 -0.0114  0.006
H 3.2128 -2.7822 -1.8209  0.000
F 0.3784 5.6432 0.9499  0.000
H 4.0034 -2.5110 6.1027  0.000
H 0.7232 0.4126 2.1574  0.000
C -0.4855 4.8703 1.6383  0.000
C 1.5187 -5.4792 -0.6775  0.000
C -1.9300 -1.7365 -4.3800  0.001
C 3.2067 1.1988 0.5074  0.000
C -2.8002 -4.5379 1.0664  0.000
C -2.1669 -1.0065 3.2436  0.000
C 2.9813 0.4616 4.4002  0.000
C 0.5286 -4.8450 0.0720  0.000
H 0.4857 7.2648 -5.9248  0.000
C 0.5236 6.5089 -5.1840  0.000
C 0.5383 6.7355 -3.8256  0.000
F 4.8837 -0.0860 1.4961  0.000
H 0.6088 4.9779 -6.7080  0.000
F 2.3152 -0.2066 -4.9805  0.001
H -0.3627 -0.6038 4.2658  0.000
C -2.2865 -5.3332 2.0976  0.000
C 3.6909 -0.7742 4.6398  0.000
H -4.2636 -4.4087 -0.4819  0.000
C -0.8699 -0.5777 3.3076  0.000
H 4.5593 -0.9905 4.0309  0.000
C 4.4762 1.1398 1.1171  0.000
C -1.6352 -2.6749 -2.0982  0.001
H 1.7305 -1.7276 -0.3412  0.000
C -2.2984 3.2556 2.8982  0.000
H -3.9082 -1.2131 2.1123  0.000
H -1.9170 5.1919 0.1193  0.000
F -2.0710 2.5861 -1.4591  0.023
C -1.4971 -4.2148 -4.0496  0.001
F 0.2125 0.5605 -4.0298  0.039
H 0.5897 7.6991 -3.4296  0.000
F 1.4106 -6.8329 -0.6933  0.000
C -3.4375 -7.1801 1.2824  0.000
F 1.0984 0.4345 -1.9995  0.026
P 1.8391 0.0698 -3.5166  0.001
F 1.3636 1.9815 5.2611  0.000
H 1.2255 0.4731 7.3493  0.000
H 1.6392 2.4741 -0.1033  0.000
H 2.6333 0.2454 0.3438  0.000
C -1.8010 -1.6491 -3.0003  0.001
C -0.2559 -0.0507 2.2219  0.000
C 2.4979 -1.0494 6.7016  0.000

Cartesian forces, eV/Å:
-0.1 0.2 0.4
1.3 -0.2 0.5
-0.8 0.2 -0.8
-0.9 0.7 0.4
0.7 0.9 -0.6
1.1 0.8 0.4
0.4 -0.2 0.0
0.2 0.2 -0.4
0.0 -0.3 -0.1
0.9 0.7 -0.9
0.0 1.2 -2.1
-2.2 -0.1 -0.7
-0.2 3.1 -0.4
1.2 0.3 0.8
0.6 0.2 0.3
0.7 1.7 -0.1
0.2 -0.3 -0.7
-0.2 2.4 0.5
-1.5 -0.9 0.8
0.3 -1.6 0.3
-0.1 -1.1 0.8
0.0 -0.3 -0.2
1.8 0.8 -1.0
0.2 -0.3 0.1
0.0 -2.5 0.6
-0.2 -0.7 2.2
-1.5 -0.7 0.2
1.1 1.3 0.6
-0.6 -0.1 0.8
-0.7 1.1 0.7
0.6 0.2 -0.2
-0.4 1.5 -0.3
0.3 0.5 -0.2
-0.3 0.4 0.6
-0.2 -2.1 -0.3
0.2 0.8 0.4
-0.7 -1.6 0.7
-0.1 -0.2 0.2
1.9 1.3 -0.1
-0.5 -0.1 -0.1
0.5 0.9 -1.6
-1.6 -0.1 0.3
0.3 1.0 0.8
-1.7 2.1 -0.9
-0.4 1.3 -0.4
-0.4 0.1 -0.8
-0.5 0.0 -0.6
-0.3 0.3 -0.6
0.9 -1.9 -0.9
0.3 -0.7 1.1
-0.1 -0.8 -0.2
0.0 0.0 -1.3
0.4 0.7 0.1
-0.1 0.0 0.1
0.3 0.3 -0.9
-0.1 0.2 -0.8
-1.7 -2.5 1.7
0.1 0.9 -1.1
-1.1 0.2 -0.3
0.3 -0.8 0.4
0.1 0.6 -1.1
0.3 0.3 -0.3
0.0 0.1 -0.5
0.1 0.1 -0.6
-0.2 1.2 -0.7
0.3 0.2 -1.0
0.1 -0.4 0.3
0.5 0.3 -0.1
-0.8 1.9 -0.9
0.1 -0.2 0.5
0.4 0.8 -0.3
-0.3 -0.1 0.5
0.3 -4.6 1.7
0.6 -2.6 0.7
-1.0 0.2 0.7
-1.3 -0.5 1.6
-0.2 -2.5 3.2
0.6 0.1 0.6
0.1 1.0 -0.3
0.5 -1.8 -0.8
-0.2 -0.8 -0.6
0.5 0.2 0.2
0.1 0.2 -1.6
-0.5 0.4 -0.5
0.1 0.0 -0.1
0.6 2.1 -1.0
0.1 1.0 0.7
0.1 -0.6 0.3
1.0 0.2 1.2
-0.3 -0.3 -0.4
-1.6 0.3 -0.5
0.1 0.7 -0.3
0.0 -0.3 0.3
1.6 -1.0 1.0
-1.4 -0.3 -0.3
0.1 -0.7 0.7
-0.3 -1.6 0.8
-1.6 1.9 0.5
1.2 -0.1 -1.2
-0.1 1.5 0.4
0.4 0.0 -0.4
0.1 -3.0 0.6
0.3 0.0 0.0
-0.3 -2.1 0.7
0.5 0.0 -0.2
-0.8 0.4 0.3
0.7 0.1 0.1
0.7 1.1 0.1
-0.1 0.4 -1.4
0.6 0.1 -1.6
0.7 -2.3 1.0


(3)
# C5H5FN2

A cluster of 2 separate species, C5H5FN2 in total at a distorted geometry (ωB97M-V with the def2-TZVPD basis set, the Open Molecules 2025 dataset).

Calculated values
- energy above the lowest of the compared OMol25 structures with the same formula, charge and spin (eV) = 6.625
- HOMO energy (alpha / beta) (Eh) = -0.315 / -0.269
- strongest force on any atom (Eh/bohr) = 0.0883
- net charge = 0
- LUMO (alpha / beta) (eV) = -0.608 / -0.043

Each line ends with the natural charge from an NBO analysis.
Element x y z (Å)
H -1.3258 -0.1286 -2.1944  0.392
N -0.9769 -0.1141 -1.3050  -0.319
F -1.7188 -1.4733 2.6190  -0.362
C 0.4139 -0.6840 0.3256  -0.346
N -1.1617 0.8928 -0.5179  -0.222
C -0.3758 0.5676 0.6030  0.040
H -0.1652 1.0350 2.7430  0.188
C -0.4047 1.3252 1.7950  -0.341
H -0.8726 2.2900 1.7942  0.191
C -0.5439 -1.8649 3.1009  0.364
H 1.2473 -1.0477 0.9150  0.246
C -0.0051 -0.9999 -0.8933  -0.053
H 0.3069 -1.8507 -1.6570  0.222

Cartesian forces, eV/Å:
-1.2 0.2 -2.5
2.3 -1.8 0.9
2.0 -0.8 1.0
-0.8 2.6 1.3
0.9 0.5 3.4
0.2 -0.3 -0.3
1.2 -1.3 2.0
-1.0 0.9 -2.8
-0.3 0.3 -0.4
-2.1 0.7 -0.9
-0.4 -0.1 -0.1
0.0 -2.8 -3.6
-0.7 2.0 2.0


Look up the net charge of the third one.
0